(1)
88
Properties=species:S:1:pos:R:3 method="wB97M-V/def2-TZVPD" multiplicity=2 orbital_gap_ev="6.2 / 6.2" lumo_energy_ha="-0.0496 / -0.0539" total_energy_ha=-4221.19146 homo_ev="-7.5 / -7.7" e_above_lowest_kcal_mol=0.00
H 3.36 -2.59 1.10
H 5.35 1.74 -1.71
C 3.00 -3.85 2.80
F 2.21 4.57 6.63
C 1.92 -2.81 4.68
C -2.28 -1.19 4.60
C -1.34 -3.27 3.58
H 2.58 -2.09 -4.37
F 3.79 5.38 5.40
H 3.15 1.23 -0.73
C 0.88 3.20 -2.14
C 1.04 -1.68 -2.97
H -0.45 -4.90 2.51
C 2.48 -3.93 4.08
C -1.58 -1.87 3.58
C 2.45 -1.51 2.72
C 5.28 1.19 -0.78
N -0.86 0.84 1.18
C -2.46 0.16 4.52
C 0.43 2.31 -1.13
C 2.42 -5.25 4.79
C -0.61 4.93 -1.39
C -0.13 -3.01 1.53
C 2.11 -1.38 -1.94
H 7.26 -0.39 1.47
C 3.11 2.50 4.88
H 1.32 4.63 2.93
C 1.80 3.71 3.26
C 3.06 1.37 4.07
C 2.98 -2.65 2.12
H 1.65 2.83 -2.81
P 2.32 -0.01 1.71
F 3.36 -6.10 4.37
C 5.13 -0.30 1.56
C -1.34 0.26 2.38
C 0.64 -2.48 -5.22
C -0.34 -1.64 -2.74
C 6.36 -0.03 1.00
O 0.98 1.14 -1.10
H 3.42 -4.73 2.33
H -2.66 -1.75 5.45
F 7.75 1.88 -1.76
H 1.25 2.63 1.51
F 2.55 -5.11 6.12
H 1.46 -0.73 4.47
H -2.28 -2.01 -3.59
C -1.10 4.10 -0.42
C -1.06 -1.13 2.51
Cl -1.22 6.54 -1.56
F 8.33 -0.15 -1.27
H 3.65 2.48 5.81
C 2.47 3.66 4.47
H 0.75 5.13 -3.04
H 0.45 -3.40 0.71
H -2.98 0.69 5.31
C 4.05 0.91 -0.22
C -1.21 -2.04 -3.77
H -2.18 1.96 3.38
Ru 0.41 -0.33 0.16
F 1.22 -5.86 4.59
H -1.72 -3.87 4.39
C -1.17 2.05 0.83
C 0.39 4.47 -2.26
C 2.36 1.40 2.87
C -2.00 0.89 3.41
C 2.55 4.87 5.36
C 1.91 -1.60 4.00
C 7.79 0.98 -0.77
C -0.72 -2.45 -4.99
O 1.80 -1.61 -0.69
C -0.61 2.78 -0.26
H -1.42 -2.75 -5.77
O 3.22 -1.05 -2.31
H 5.08 -0.88 2.47
C 1.51 -2.09 -4.21
C -0.64 -3.83 2.55
H 1.03 -2.79 -6.18
H -1.89 2.60 1.44
C 3.96 0.17 0.95
F 1.73 5.86 4.95
S -1.16 -1.17 -1.25
H 1.51 -2.88 5.68
C 1.74 2.58 2.47
N -0.31 -1.71 1.53
H -1.87 4.46 0.26
F 8.65 1.45 0.16
C 6.43 0.72 -0.17
H 3.59 0.48 4.39

---

(2)
52
Properties=species:S:1:pos:R:3 method="wB97M-V/def2-TZVPD" orbital_gap_ev=8.9 lumo_energy_ha=0.0266 smiles="CCOC(=O)N1CCN(Cc2nc(N)nc(Nc3ccccc3C)n2)CC1" total_energy_ha=-1234.77337 homo_ev=-8.2 e_above_lowest_kcal_mol=0.85
H -1.69 4.15 -0.34
N 2.15 0.20 -0.77
H -3.97 -3.16 3.14
H -2.14 1.69 -2.86
C -2.65 -3.05 1.45
N 0.52 3.61 0.56
C -3.76 0.78 0.48
H -4.65 1.36 0.22
H -3.88 0.33 1.46
H 1.86 4.78 2.26
H 6.36 -2.70 0.41
N 0.52 1.75 -0.87
O -2.69 -2.26 -1.06
H -2.57 -4.24 3.23
H -2.67 2.52 1.16
C 3.44 -1.80 -1.05
C 2.44 -2.33 -2.04
C -3.07 -1.47 -0.23
C 1.68 1.37 -0.30
H 2.73 -3.31 -2.39
H 4.07 0.87 0.93
H 1.45 -2.41 -1.59
N -3.60 -0.26 -0.51
C 4.22 -0.09 0.47
H 3.18 3.64 2.33
C -0.02 2.86 -0.39
C -2.22 1.22 -1.87
H -1.58 -3.14 1.22
H -1.65 1.12 0.75
H -2.37 -2.51 3.51
H 2.36 -1.68 -2.91
C 5.33 -0.86 0.77
H -1.31 0.63 -1.69
N -2.39 2.27 -0.88
H -4.33 0.84 -2.10
C 1.69 3.18 1.03
O -3.09 -1.74 1.10
N 2.31 2.06 0.65
C 5.50 -2.10 0.17
C -1.36 3.29 -0.93
C -2.91 -3.25 2.93
H 1.54 -0.20 -1.48
C -2.53 1.70 0.45
H 4.69 -3.52 -1.20
H -3.28 -0.55 -2.54
C -3.43 0.28 -1.84
N 2.29 3.92 1.97
C 4.56 -2.55 -0.73
C 3.27 -0.55 -0.44
H -1.24 3.60 -1.97
H -3.19 -3.79 0.85
H 6.05 -0.49 1.48

---

(3)
15
Properties=species:S:1:pos:R:3 method="wB97M-V/def2-TZVPD" orbital_gap_ev=9.5 lumo_energy_ha=0.0360 smiles=CC(C)c1coo1 total_energy_ha=-345.59818 homo_ev=-8.5 e_above_lowest_kcal_mol=129.75
O -0.89 -1.08 -1.86
H -0.05 1.94 1.25
H 1.90 -0.13 -0.05
C -0.67 -0.73 -0.52
H -0.58 1.26 -0.86
C -0.10 0.53 -0.21
H 0.82 0.63 1.76
C -1.29 -1.91 -0.07
C 1.42 0.62 -0.56
H 1.69 1.53 -0.01
H -1.40 -2.43 0.86
O -1.46 -2.28 -1.40
H 1.73 0.49 -1.54
C -0.09 0.92 1.35
H -1.01 0.65 1.86

---

(4)
131
Properties=species:S:1:pos:R:3 method="wB97M-V/def2-TZVPD" multiplicity=6 orbital_gap_ev="6.5 / 6.0" lumo_energy_ha="0.0792 / 0.0422" total_charge=-1 total_energy_ha=-4030.03718 homo_ev="-4.4 / -4.9" e_above_lowest_kcal_mol=47.64
C 1.09 0.04 -5.41
C 3.48 -2.65 2.29
H 3.45 -0.58 3.04
C 2.84 1.49 -4.61
H -1.36 2.28 -6.46
C -1.21 -0.42 5.37
C -2.36 -8.05 -3.48
B 0.66 0.74 0.99
H 3.98 -4.70 0.29
C -2.42 4.86 -2.19
C -0.02 5.51 -0.93
C -2.57 3.85 4.50
C 2.24 -3.50 -0.35
C 3.59 -4.19 -0.59
H 2.78 -0.66 -0.72
C -1.70 -2.72 -1.51
H -1.49 -5.87 -4.85
P -2.19 2.13 -1.57
Ru -0.99 0.35 -0.45
H 0.16 3.40 -0.55
H -1.54 2.14 6.44
H -0.09 3.30 3.21
H -1.94 4.42 3.82
H 4.08 -1.77 4.17
C 1.68 0.75 -4.37
C -0.55 1.89 6.04
H 5.54 -1.93 2.36
C -3.87 2.13 -0.86
H 0.03 1.45 6.86
H -2.90 0.40 -6.94
F -1.46 -8.89 -2.92
C -3.86 1.72 4.87
H -3.91 2.92 -0.11
H 0.18 -0.52 -5.23
C 4.15 1.86 1.44
H 1.39 0.20 5.32
C -0.52 2.60 2.49
P -1.59 1.35 3.35
H 1.20 -0.49 -7.49
C 2.80 -0.65 0.38
C 1.82 -2.84 -1.67
H 0.19 -4.12 0.05
C 3.67 3.97 2.54
N 2.09 0.51 0.89
O -3.13 0.25 0.41
C -1.93 1.83 -5.66
H 0.92 -2.23 -1.56
H 1.17 -5.34 -0.78
H -3.26 3.38 1.92
H -3.91 0.17 -2.79
C 1.18 -4.56 0.00
H -0.05 2.82 5.75
C -4.15 0.81 -0.12
H -2.59 6.96 -2.59
H 3.45 -4.94 -1.37
C -2.21 -6.64 -2.99
H 4.35 -3.50 -0.94
F -2.21 -8.17 -4.81
C 3.32 -1.60 3.40
H 4.86 1.17 1.03
C 1.66 0.06 -6.68
C -2.97 2.50 3.90
H -0.47 7.54 -1.47
C -1.74 -5.64 -3.82
F -3.57 -8.57 -3.19
C 3.41 1.50 -5.87
C -2.50 1.71 -3.32
H 3.85 -4.20 3.76
H -4.70 3.31 2.92
H 4.31 2.07 -6.05
C -1.78 2.30 -4.36
C -1.89 -4.04 -2.01
H 2.15 -4.03 3.32
H -3.38 1.54 5.84
H 3.27 -4.84 2.22
H 1.59 4.43 2.88
C -3.51 0.19 -4.89
C 2.30 3.70 2.49
H 2.34 -1.66 3.86
H -4.19 -0.63 -5.09
C -0.59 0.90 4.88
H -3.35 4.61 -2.69
N 0.58 2.02 1.74
H 4.02 4.89 2.97
H 1.58 -3.63 -2.39
H 0.91 -0.13 3.66
H -0.65 -0.79 6.23
H -1.17 3.19 1.84
H -1.21 -3.57 -3.98
C -3.80 2.77 2.64
C 0.85 0.61 4.46
H -4.15 0.76 4.45
C 1.86 2.52 1.93
Te 0.84 0.71 -2.43
H -4.09 1.84 2.14
C 4.93 -2.61 1.76
H -4.63 2.33 -1.62
H -1.10 3.11 -4.16
C 4.58 3.05 2.02
C 2.82 0.79 -6.91
H 5.02 -2.29 0.73
C -2.53 -6.35 -1.67
H -2.06 3.77 5.46
C -0.45 4.19 -0.98
C -0.80 6.51 -1.50
H 3.84 -0.56 0.67
H 3.27 0.80 -7.90
C -1.65 3.86 -1.60
H -4.77 2.30 5.06
H -1.18 -1.18 4.58
H 5.40 -3.60 1.82
H -2.25 -0.30 5.67
C -1.58 -4.36 -3.34
H 5.64 3.28 2.04
H 1.39 -5.04 0.96
C -2.38 -5.06 -1.19
H 3.29 2.05 -3.80
C -1.99 6.18 -2.14
H -2.63 -4.83 -0.16
C -1.48 -1.59 -1.11
C 2.79 1.59 1.41
H 1.38 1.50 4.13
C -3.37 0.66 -3.59
H -2.90 -7.13 -1.02
C -2.79 0.77 -5.93
H 2.61 -2.23 -2.09
H -3.48 4.44 4.66
O -5.31 0.44 -0.04
P 2.12 -2.25 1.06
C 3.17 -4.01 2.92
H 0.91 5.75 -0.45

---

(5)
16
Properties=species:S:1:pos:R:3 method="wB97M-V/def2-TZVPD" orbital_gap_ev=8.9 lumo_energy_ha=0.0278 smiles=c1csc(-c2c[nH]cn2)c1 total_energy_ha=-777.96667 homo_ev=-8.2 e_above_lowest_kcal_mol=19.46
H 3.52 1.81 -0.38
C 0.59 0.27 -0.03
C -2.87 -0.77 -0.36
C -1.90 1.01 0.41
C 1.24 1.33 -0.30
N -3.06 0.49 0.24
C 2.91 -0.29 0.07
H -3.61 -1.27 -0.73
H -3.94 0.96 0.40
H 3.81 -0.57 -0.07
C 2.71 1.07 -0.26
S 1.49 -1.16 0.28
H -1.96 2.02 0.89
N -1.62 -0.99 -0.42
H 0.81 2.43 -0.39
C -0.97 0.15 -0.01

---

(6)
9
Properties=species:S:1:pos:R:3 method="wB97M-V/def2-TZVPD" multiplicity=2 orbital_gap_ev="8.0 / 7.9" lumo_energy_ha="-0.2005 / -0.2029" total_charge=+1 total_energy_ha=-307.98086 homo_ev="-13.5 / -13.4" e_above_lowest_kcal_mol=28.23
H 1.28 1.17 1.57
C 1.10 0.25 1.01
H 1.96 -0.35 0.71
H -1.00 0.40 1.17
Ag -2.10 -1.39 -3.03
H -0.28 -1.25 0.50
O -1.07 0.09 -1.41
Li 0.29 1.27 -1.26
C -0.18 -0.18 0.73

---

(7)
68
Properties=species:S:1:pos:R:3 method="wB97M-V/def2-TZVPD" orbital_gap_ev=8.4 lumo_energy_ha=-0.0153 total_energy_ha=-2305.02235 homo_ev=-8.8
N -5.57 -3.51 0.42
N -4.03 -3.50 2.39
H -8.95 -4.10 -1.92
C -8.61 -3.11 -2.22
H 4.86 -0.07 -5.07
H 3.82 1.33 -3.41
C 6.23 5.26 1.90
H -7.54 -2.12 -0.62
H -9.27 -2.36 -0.29
H -0.23 1.41 0.93
O 5.71 4.10 0.00
H -4.14 0.69 -0.76
S -5.11 -4.47 1.63
H 4.90 0.76 -2.12
C -4.02 -2.40 1.65
C -9.58 -1.15 -2.79
O 1.46 1.99 2.04
O 3.02 1.26 3.50
C -3.19 -1.26 1.90
C 4.08 -1.76 -2.99
C -0.84 0.52 1.10
H -2.52 1.77 0.50
O -10.14 -0.33 -3.44
O 3.67 -2.84 -2.69
O 3.16 0.70 1.34
C 2.45 1.37 2.27
C -0.63 -0.58 0.03
H 6.27 0.22 -4.03
H -5.64 -1.23 -1.24
C 4.40 0.29 1.94
C -2.35 0.99 1.25
H 1.14 -2.77 -0.05
H 5.76 5.71 2.78
H 1.33 0.31 -0.41
H -1.30 -0.49 -0.84
O -9.57 -2.48 -3.08
H 7.19 5.75 1.72
H -2.47 1.40 2.27
H 4.89 0.53 4.04
O 6.45 3.86 2.09
C 1.60 -1.80 0.20
H 3.64 -0.69 3.73
H 1.61 -1.68 1.29
H 5.48 6.17 0.07
C 0.83 -0.66 -0.50
C -4.15 -0.19 -0.11
H 0.77 -0.96 -1.56
H -0.83 -1.55 0.53
C -3.26 -0.22 1.03
H -2.49 -1.19 2.73
O 6.51 2.11 0.68
C 5.26 -0.17 -4.06
H -7.67 -3.20 -2.76
O -8.85 -0.89 -1.67
C 4.05 0.27 3.41
C 5.33 5.29 0.69
C -4.89 -2.36 0.49
C -4.96 -1.23 -0.39
H 4.27 5.22 0.95
H 2.62 -1.83 -0.22
H 4.71 -0.68 1.57
H 5.16 1.03 1.70
C 4.36 0.47 -3.02
C 6.25 3.25 0.90
O 3.46 -0.59 -2.70
H -0.58 0.07 2.07
C -8.53 -2.14 -1.07
O 5.23 -1.55 -3.69

---

(8)
14
Properties=species:S:1:pos:R:3 method="wB97M-V/def2-TZVPD" orbital_gap_ev=11.0 lumo_energy_ha=0.0391 smiles=O[C@H]1C[C@H]2C[C@H]21 total_energy_ha=-270.48958 homo_ev=-10.0 e_above_lowest_kcal_mol=42.87
H 1.30 0.96 -1.55
C -0.79 0.20 -1.17
H -1.45 -1.27 0.86
C 0.66 0.40 -0.87
H 2.13 -0.39 0.56
H 1.06 -1.66 -0.07
H -1.21 0.80 -1.97
C 0.02 -0.05 1.15
H -0.70 1.98 0.24
H 0.44 0.42 2.03
C 1.13 -0.59 0.19
O -0.95 -0.95 1.63
H -1.22 -0.80 -1.11
C -0.40 0.95 0.07